(1)
This record from OMol25 describes 6 unconnected molecules or ions with the total composition H12O6 in a non-equilibrium geometry. The level of theory is wB97M-V/def2-TZVPD.

Element x y z (Å)
O (-0.153, -1.568, -1.534)
H (0.201, -1.242, -2.363)
H (0.122, -0.946, -0.865)
O (0.114, -2.552, 1.497)
H (0.426, -3.018, 0.708)
H (-0.804, -2.513, 1.260)
O (3.435, 1.487, -0.839)
H (2.637, 1.284, -0.312)
H (4.002, 0.770, -0.697)
O (1.104, -0.016, 0.382)
H (0.266, 0.444, 0.437)
H (1.069, -0.580, 1.136)
O (-0.997, 1.794, -0.082)
H (-1.352, 2.674, -0.067)
H (-0.760, 1.736, -1.022)
O (-3.115, 0.393, 0.727)
H (-2.471, 0.995, 0.380)
H (-3.725, 0.857, 1.254)

Atoms 1-6, force components in eV/Å:
O -0.625 -0.656 -0.577
H 0.106 0.003 -0.057
H 0.629 0.273 0.401
O 0.550 -0.337 -0.415
H 0.511 0.074 0.136
H -1.073 0.362 0.253

Its SMILES is O.O.O.O.O.O. Its calculated total energy is -12479.8407 eV. The value obtained for the HOMO energy is -11.09 eV. Its charge is 0. The value obtained for the HOMO-LUMO gap is 11.125 eV. The energy above the lowest of the compared OMol25 structures with the same formula, charge and spin is 29.36 kcal per mole.

---

(2)
This record from OMol25 describes a molecular structure, C38H21Br4IrN4O8S3 in a non-equilibrium geometry. The level of theory is wB97M-V/def2-TZVPD.

Element x y z (Å)
Ir (-0.003, -0.366, -0.327)
O (3.575, -0.567, 4.469)
C (2.782, -0.430, 3.389)
C (1.511, 0.154, 3.475)
C (0.757, 0.230, 2.329)
N (1.263, -0.221, 1.190)
C (2.463, -0.776, 1.064)
C (3.268, -0.911, 2.167)
C (2.739, -1.286, -0.375)
O (3.827, -1.746, -0.634)
O (1.717, -1.201, -1.192)
C (-0.734, 0.671, 2.222)
O (-1.236, 1.237, 3.164)
O (-1.335, 0.301, 1.120)
H (3.125, -0.215, 5.245)
H (1.090, 0.528, 4.400)
H (4.240, -1.372, 2.070)
Br (-3.267, -0.801, -6.715)
C (-2.558, -1.352, -5.049)
C (-2.314, -2.680, -4.803)
Br (-2.723, -3.992, -6.104)
C (-1.768, -3.065, -3.571)
Br (-1.378, -4.862, -3.124)
C (-1.470, -2.132, -2.592)
O (-0.988, -2.410, -1.414)
C (-1.713, -0.770, -2.845)
O (-1.375, 0.075, -1.898)
C (-2.262, -0.396, -4.063)
Br (-2.545, 1.454, -4.315)
O (0.266, 1.510, -0.663)
C (1.281, 2.236, -1.315)
C (2.215, 2.787, -0.242)
C (1.923, 3.866, 0.544)
C (2.832, 4.051, 1.615)
C (3.808, 3.102, 1.634)
S (3.625, 1.992, 0.346)
C (2.003, 1.509, -2.432)
C (3.335, 1.486, -2.740)
C (3.618, 0.771, -3.931)
C (2.489, 0.292, -4.519)
S (1.085, 0.702, -3.642)
C (0.534, 3.411, -1.949)
C (-0.807, 3.633, -1.907)
C (-1.186, 4.806, -2.618)
C (-0.127, 5.444, -3.180)
S (1.346, 4.625, -2.862)
H (1.062, 4.492, 0.362)
H (2.761, 4.850, 2.337)
H (4.630, 3.001, 2.324)
H (4.099, 1.961, -2.145)
H (4.614, 0.618, -4.319)
H (2.409, -0.297, -5.418)
H (-1.480, 2.960, -1.400)
H (-2.205, 5.152, -2.706)
H (-0.128, 6.344, -3.772)
N (1.960, -7.016, 2.471)
C (2.060, -8.007, 3.420)
C (2.770, -9.201, 3.467)
C (2.616, -9.969, 4.604)
C (1.785, -9.562, 5.659)
C (1.085, -8.373, 5.607)
C (1.228, -7.582, 4.468)
N (0.651, -6.367, 4.156)
C (1.107, -6.066, 2.971)
C (0.746, -4.862, 2.218)
C (1.061, -4.704, 0.874)
C (0.687, -3.544, 0.220)
N (0.040, -2.560, 0.839)
C (-0.284, -2.716, 2.121)
C (0.044, -3.840, 2.851)
H (2.451, -6.969, 1.596)
H (3.409, -9.519, 2.654)
H (3.151, -10.906, 4.686)
H (1.696, -10.196, 6.531)
H (0.439, -8.057, 6.414)
H (1.582, -5.464, 0.309)
H (0.915, -3.383, -0.821)
H (-0.841, -1.905, 2.576)
H (-0.235, -3.935, 3.890)

Atoms 1-6, force components in eV/Å:
Ir -0.512 -1.104 -0.911
O 0.063 0.008 0.098
C -0.156 0.021 -0.269
C 0.105 0.073 0.020
C -0.425 0.186 -0.255
N -0.297 -0.341 -0.230

Its calculated total energy is -377604.2287 eV. As for the expectation value of S²: 0.76. The value obtained for the HOMO energy (alpha / beta) is -4.50 / -4.43 eV. Its charge is -1. Its multiplicity is 2. The value obtained for the HOMO-LUMO gap (alpha / beta) is 5.885 / 4.854 eV. The energy above the lowest of the compared OMol25 structures with the same formula, charge and spin is 59.58 kcal per mole.

---

(3)
This record from OMol25 describes 2 unconnected molecules or ions with the total composition C10H17N5 in a non-equilibrium geometry. The level of theory is wB97M-V/def2-TZVPD.

Element x y z (Å)
C (1.229, 1.749, -1.802)
C (-0.035, -0.736, -1.740)
C (0.560, 1.305, -0.682)
C (1.227, 0.995, -2.939)
C (0.554, -0.233, -2.864)
C (0.036, -0.048, -0.576)
C (-0.100, 0.748, 1.383)
C (-1.903, -1.137, 2.594)
C (-0.226, -2.731, 1.617)
C (-1.276, -1.749, 1.349)
N (0.435, 1.740, 0.640)
N (1.772, 1.382, -4.128)
N (0.384, -1.018, -3.943)
N (-0.428, -0.309, 0.694)
N (0.544, 3.561, 1.525)
H (1.730, 2.693, -1.738)
H (-0.318, -1.846, -1.699)
H (-0.183, 0.914, 2.395)
H (-2.362, -0.117, 2.512)
H (-2.668, -1.793, 3.108)
H (-1.254, -1.025, 3.511)
H (-0.583, -3.811, 1.620)
H (0.191, -2.694, 2.644)
H (0.645, -2.873, 1.009)
H (-1.976, -1.928, 0.554)
H (2.306, 2.224, -4.008)
H (1.598, 0.966, -4.999)
H (-0.001, -2.006, -3.851)
H (0.570, -0.749, -4.865)
H (1.164, 3.663, 2.366)
H (0.479, 4.134, 0.734)
H (-0.350, 3.521, 1.952)

Atoms 1-6, force components in eV/Å:
C -0.004 1.355 1.498
C -0.471 -3.470 2.797
C -0.011 -1.618 2.348
C 0.102 0.418 -1.990
C -1.125 -2.209 -2.337
C -0.628 0.624 -1.721

Its calculated total energy is -18077.0738 eV. The value obtained for the HOMO energy (alpha / beta) is -15.30 / -15.53 eV. Its charge is +2. The value obtained for the HOMO-LUMO gap (alpha / beta) is 7.618 / 6.326 eV. The energy above the lowest of the compared OMol25 structures with the same formula, charge and spin is 68.64 kcal per mole.